Entry 1:
C39H39OTi as an isolated structure, computed with ωB97M-V/def2-TZVPD.

Structure (ORCA input):
```
! wB97M-V def2-TZVPD RIJCOSX def2/J DEFGRID3
* xyz -1 1
C -3.696 -3.712 1.007
O -2.986 -3.501 2.241
C -2.160 -2.429 2.364
C -1.668 -2.195 3.670
C -1.061 -0.996 3.941
C -1.003 0.011 2.963
C -0.665 1.419 3.429
C -0.505 2.520 2.353
C 0.577 3.394 2.530
C 0.855 4.408 1.626
C 0.027 4.619 0.508
C 0.347 5.710 -0.482
C -1.081 3.769 0.333
C -1.340 2.737 1.250
C -1.232 -0.314 1.629
C -1.837 -1.528 1.323
H -4.205 -4.663 1.159
H -4.432 -2.920 0.821
H -3.011 -3.779 0.154
H -1.827 -2.934 4.446
H -0.674 -0.800 4.942
H 0.318 1.319 3.917
H 1.225 3.220 3.397
H 1.779 5.001 1.747
H -0.390 5.741 -1.291
H 0.335 6.677 0.036
H 1.346 5.603 -0.932
H -1.701 3.853 -0.577
H -2.195 2.072 1.082
H -0.954 0.378 0.834
H -2.079 -1.768 0.285
C -2.096 -0.276 8.147
C -0.965 0.532 7.943
C -0.829 1.288 6.779
C -1.808 1.182 5.774
C -1.689 1.855 4.414
Ti -6.017 2.760 3.381
C -4.378 4.028 2.561
C -4.983 4.894 1.508
C -4.164 5.805 0.809
C -4.688 6.595 -0.213
C -6.045 6.493 -0.557
C -6.869 5.608 0.141
C -6.356 4.836 1.182
C -6.871 2.422 5.451
C -5.622 3.066 5.727
C -5.670 4.380 5.169
C -6.932 4.552 4.512
C -7.692 3.339 4.682
C -5.340 0.446 3.234
C -4.889 1.069 2.034
C -6.024 1.613 1.352
C -7.198 1.334 2.141
C -6.763 0.602 3.309
C -3.023 0.545 6.068
C -3.152 -0.226 7.214
H -2.232 -0.829 9.085
H -0.214 0.598 8.742
H 0.023 1.963 6.630
H -1.754 2.958 4.559
H -2.664 1.643 3.928
H -3.897 4.624 3.359
H -3.568 3.401 2.144
H -3.106 5.869 1.077
H -4.043 7.298 -0.741
H -6.456 7.095 -1.368
H -7.928 5.514 -0.112
H -7.043 4.165 1.741
H -7.188 1.459 5.846
H -4.828 2.671 6.363
H -4.894 5.140 5.273
H -7.303 5.463 4.041
H -8.721 3.182 4.364
H -4.734 -0.186 3.882
H -3.867 1.048 1.660
H -6.021 2.074 0.368
H -8.223 1.541 1.858
H -7.416 0.152 4.048
H -3.850 0.651 5.355
H -4.114 -0.731 7.404
*
```

The HOMO energy is -1.695 eV. The total energy is -2434.18807 hartree. As for the frontier orbital gap: 4.374 eV.

Entry 2:
C39H40BrCaClIN6O3PS as an isolated structure, computed with ωB97M-V/def2-TZVPD.

Structure (ORCA input):
```
! wB97M-V def2-TZVPD RIJCOSX def2/J DEFGRID3
* xyz 0 1
Ca -0.486 -0.109 -0.261
C 1.795 1.943 -1.591
C 2.485 0.877 -0.726
N 1.959 0.862 0.638
C 2.410 1.994 1.444
C 1.353 2.587 2.369
S -0.273 2.835 1.632
C 0.133 3.878 0.206
C -0.248 3.288 -1.146
N 0.335 1.977 -1.424
H 2.062 1.772 -2.635
H 2.191 2.930 -1.339
H 3.569 1.061 -0.758
H 2.318 -0.111 -1.154
H 2.196 -0.019 1.078
H 2.759 2.776 0.767
H 3.285 1.722 2.046
H 1.734 3.524 2.781
H 1.172 1.932 3.223
H 1.197 4.114 0.241
H -0.385 4.832 0.311
H 0.026 4.025 -1.915
H -1.331 3.160 -1.201
H -0.146 1.585 -2.226
Br 0.843 -1.930 6.559
C 0.097 -3.107 5.282
C -0.031 -4.444 5.638
C -0.567 -5.354 4.742
C -0.980 -4.935 3.484
C -0.852 -3.601 3.130
C -0.315 -2.680 4.026
I -0.178 -0.708 3.397
H 0.293 -4.762 6.620
H -0.665 -6.394 5.029
H -1.398 -5.640 2.774
H -1.172 -3.260 2.154
N -1.101 -2.372 -0.121
C -1.536 -3.408 -0.410
C -2.057 -4.656 -0.755
C -1.771 -5.786 0.042
N -1.507 -6.697 0.703
C -2.851 -4.749 -1.925
N -3.482 -4.818 -2.891
O 0.469 -0.843 -2.336
P 0.058 -1.223 -3.737
C -1.549 -0.578 -4.172
C -1.694 0.716 -4.674
C -2.958 1.261 -4.833
C -4.080 0.515 -4.493
C -3.942 -0.772 -3.995
C -2.680 -1.318 -3.830
C 0.027 -3.002 -3.937
C 0.726 -3.772 -3.011
C 0.764 -5.153 -3.153
C 0.106 -5.760 -4.211
C -0.591 -4.992 -5.136
C -0.629 -3.615 -5.003
C 1.244 -0.589 -4.933
C 2.513 -0.240 -4.481
C 3.480 0.192 -5.379
C 3.182 0.272 -6.731
C 1.919 -0.085 -7.189
C 0.953 -0.517 -6.294
H -0.820 1.300 -4.943
H -3.068 2.264 -5.224
H -5.068 0.941 -4.620
H -4.812 -1.356 -3.723
H -2.590 -2.324 -3.440
H 1.209 -3.289 -2.170
H 1.286 -5.756 -2.421
H 0.117 -6.838 -4.309
H -1.125 -5.473 -5.945
H -1.201 -3.026 -5.711
H 2.739 -0.323 -3.426
H 4.466 0.461 -5.020
H 3.935 0.609 -7.433
H 1.687 -0.025 -8.244
H -0.031 -0.790 -6.658
Cl -5.431 -0.427 -0.117
C -4.427 1.046 -0.262
C -2.959 0.663 -0.270
O -2.387 0.422 0.822
O -2.369 0.598 -1.389
H -4.645 1.677 0.595
H -4.700 1.529 -1.194
C 1.805 -5.551 1.039
C 2.934 -4.523 1.077
C 2.413 -3.167 0.866
N 1.960 -2.123 0.716
H 2.204 -6.556 1.165
H 1.264 -5.515 0.095
H 1.088 -5.367 1.836
H 3.687 -4.714 0.312
H 3.447 -4.528 2.039
*
```

The HOMO energy is -7.606 eV. The total energy is -6813.67050 hartree. As for the frontier orbital gap: 7.811 eV.

Entry 3:
C39H40HfIN2S as an isolated structure, computed with ωB97M-V/def2-TZVPD.

Structure (ORCA input):
```
! wB97M-V def2-TZVPD RIJCOSX def2/J DEFGRID3
* xyz 1 1
Hf 1.359 -0.107 0.604
C -3.221 -3.499 -1.726
C -4.138 -2.402 -1.225
C -5.614 -2.850 -1.225
C -4.096 -1.238 -2.321
C -3.554 -1.959 0.172
C -4.424 -1.903 1.287
C -3.931 -1.444 2.515
C -2.640 -0.979 2.675
S -1.791 -0.168 4.035
C -0.454 0.038 3.060
N -0.556 -0.398 1.826
C -1.821 -0.891 1.550
C -2.345 -1.302 0.295
C 0.791 0.655 3.536
C 0.772 1.195 4.797
C 1.920 1.831 5.308
C 3.066 1.859 4.515
C 3.089 1.263 3.232
C 1.969 0.645 2.672
H -3.473 -3.745 -2.765
H -3.147 -4.437 -1.093
H -2.212 -3.067 -1.777
H -5.954 -3.338 -2.108
H -6.227 -1.961 -1.025
H -5.760 -3.620 -0.408
H -4.704 -1.395 -3.187
H -3.048 -1.121 -2.688
H -4.316 -0.320 -1.769
H -5.385 -2.309 1.226
H -4.544 -1.497 3.427
H -1.735 -1.010 -0.648
H -0.108 1.215 5.422
H 1.878 2.369 6.262
H 3.954 2.431 4.849
H 3.998 1.303 2.621
I 4.785 0.629 0.073
C 4.715 -1.206 -1.013
C 5.750 -1.459 -1.878
C 5.784 -2.680 -2.586
C 4.797 -3.580 -2.412
C 3.704 -3.351 -1.495
C 2.635 -4.271 -1.307
C 1.485 -3.975 -0.622
C 1.462 -2.773 0.089
C 2.476 -1.835 -0.100
C 3.629 -2.111 -0.835
H 6.509 -0.729 -2.121
H 6.540 -2.840 -3.386
H 4.792 -4.546 -2.800
H 2.766 -5.233 -1.754
H 0.751 -4.792 -0.620
H 0.599 -2.513 0.663
C -2.369 3.754 2.025
C -1.012 3.517 1.356
C 0.005 4.453 1.424
C 1.262 4.169 0.877
C 2.351 5.218 0.989
C 1.454 2.996 0.157
C 0.392 2.130 -0.057
C -0.874 2.367 0.566
N 0.626 0.948 -0.894
C 0.177 0.945 -2.381
C -1.239 1.484 -2.592
C 1.191 1.854 -3.100
C 0.328 -0.510 -2.889
H -2.941 4.534 1.518
H -2.316 3.886 3.100
H -2.934 2.820 1.978
H -0.081 5.340 2.020
H 2.209 5.873 0.130
H 3.363 4.871 0.783
H 2.307 5.831 1.887
H 2.350 2.686 -0.306
H -1.725 1.755 0.456
H -1.371 2.519 -2.377
H -1.942 1.022 -1.884
H -1.548 1.335 -3.607
H 1.310 2.791 -2.591
H 0.908 2.015 -4.172
H 2.224 1.473 -3.230
H -0.470 -1.120 -2.566
H 1.253 -0.997 -2.486
H 0.337 -0.536 -3.949
*
```

The HOMO energy is -10.897 eV. The total energy is -2363.35482 hartree. As for the frontier orbital gap: 7.816 eV.

Entry 4:
C39H40MnN7O5PS3 as an isolated structure, computed with ωB97M-V/def2-TZVPD.

Structure (ORCA input):
```
! wB97M-V def2-TZVPD RIJCOSX def2/J DEFGRID3
* xyz 0 2
Mn -1.056 -1.058 0.261
N 1.032 -3.328 -2.955
C 0.065 -2.736 -2.270
N 0.109 -2.474 -1.004
C 1.270 -2.779 -0.301
N 1.365 -2.556 0.972
N 0.238 -1.945 1.459
C 0.196 -1.718 2.695
C -1.043 -1.136 3.203
C -1.183 -0.717 4.516
C -2.404 -0.216 4.931
C -3.442 -0.143 4.019
C -3.207 -0.551 2.719
N -2.042 -1.049 2.312
C 2.392 -3.377 -1.003
C 3.618 -3.643 -0.388
C 4.649 -4.188 -1.116
C 4.471 -4.488 -2.469
C 3.276 -4.223 -3.093
C 2.245 -3.649 -2.358
H 0.965 -3.379 -3.957
H -0.819 -2.459 -2.832
H 1.045 -1.959 3.328
H -0.334 -0.786 5.187
H -2.542 0.127 5.949
H -4.415 0.234 4.306
H -3.980 -0.480 1.963
H 3.733 -3.398 0.660
H 5.605 -4.373 -0.641
H 5.283 -4.920 -3.041
H 3.140 -4.431 -4.149
C -3.940 -4.617 -0.026
C -2.848 -3.815 0.327
N -2.640 -2.627 -0.184
C -3.519 -2.159 -1.097
C -4.658 -2.871 -1.495
C -4.851 -4.140 -0.929
C -5.561 -2.282 -2.444
C -5.307 -1.066 -2.967
C -4.115 -0.340 -2.619
C -3.773 0.904 -3.185
C -2.591 1.490 -2.839
C -1.759 0.857 -1.904
N -2.079 -0.289 -1.324
C -3.231 -0.887 -1.693
H -4.056 -5.596 0.420
H -2.119 -4.155 1.056
H -5.714 -4.729 -1.218
H -6.449 -2.834 -2.731
H -5.992 -0.618 -3.679
H -4.450 1.370 -3.894
H -2.281 2.438 -3.254
H -0.810 1.297 -1.634
C -0.646 4.471 6.520
C -0.757 3.731 5.209
C -1.995 3.524 4.608
C -2.091 2.909 3.365
C -0.938 2.483 2.723
C 0.309 2.678 3.308
C 0.390 3.292 4.547
S -1.049 1.910 1.052
O -2.434 1.498 0.879
O -0.641 3.025 0.234
O -0.127 0.734 0.938
H -1.607 4.513 7.033
H -0.316 5.497 6.346
H 0.083 4.000 7.182
H -2.895 3.866 5.109
H -3.048 2.757 2.878
H 1.203 2.344 2.790
H 1.363 3.459 5.001
C 3.090 1.991 0.361
C 4.208 1.396 -0.475
C 4.489 -0.044 -0.097
O 3.913 1.594 -1.878
P 3.170 0.617 -2.926
S 4.330 -0.812 -3.630
S 1.425 -0.037 -2.204
O 2.962 1.681 -4.103
C 2.473 3.041 -4.054
C 1.418 3.291 -2.989
C 3.661 3.976 -3.910
H 3.361 1.933 1.422
H 2.160 1.448 0.201
H 2.930 3.040 0.098
H 5.114 1.982 -0.325
H 3.587 -0.644 -0.218
H 4.800 -0.081 0.954
H 5.275 -0.471 -0.721
H 2.023 3.179 -5.037
H 1.832 3.160 -1.988
H 0.577 2.605 -3.095
H 1.050 4.318 -3.079
H 4.109 3.851 -2.923
H 3.338 5.015 -4.030
H 4.415 3.749 -4.665
*
```

The HOMO energy (spin up / spin down) is -6.204 / -6.204 eV. The total energy is -4956.74690 hartree. As for the frontier orbital gap (spin up / spin down): 5.501 / 5.529 eV.

Entry 5:
C39H41BBrN10RbS4 as an isolated structure, computed with ωB97M-V/def2-TZVPD.

Structure (ORCA input):
```
! wB97M-V def2-TZVPD RIJCOSX def2/J DEFGRID3
* xyz -2 1
Rb -0.382 0.506 0.512
C -0.007 -2.571 3.155
C 1.115 -1.589 3.264
C 1.808 -1.183 4.416
C 2.708 -0.245 3.966
C 3.657 0.565 4.782
N 2.558 -0.118 2.632
N 1.561 -0.955 2.201
B 3.414 0.670 1.602
N 3.492 -0.135 0.302
N 2.335 -0.466 -0.353
C 2.680 -1.227 -1.361
C 1.625 -1.784 -2.260
C 4.083 -1.395 -1.406
C 4.553 -0.680 -0.325
C 5.966 -0.496 0.113
N 2.855 2.091 1.308
N 1.768 2.240 0.493
C 1.581 3.535 0.338
C 0.454 4.043 -0.498
C 2.547 4.260 1.049
C 3.328 3.303 1.653
C 4.499 3.525 2.550
H 0.261 -3.543 3.573
H -0.268 -2.730 2.104
H -0.911 -2.222 3.663
H 1.665 -1.496 5.433
H 3.803 0.083 5.743
H 3.276 1.569 4.977
H 4.627 0.699 4.304
H 4.523 0.813 2.071
H 0.855 -2.314 -1.698
H 2.036 -2.502 -2.958
H 1.115 -1.024 -2.851
H 4.669 -1.966 -2.103
H 6.617 -1.037 -0.572
H 6.121 -0.867 1.129
H 6.266 0.553 0.104
H 0.086 3.278 -1.184
H 0.774 4.898 -1.108
H -0.400 4.375 0.106
H 2.682 5.319 1.121
H 4.762 4.579 2.527
H 5.369 2.957 2.252
H 4.281 3.254 3.584
C -6.035 2.099 2.710
C -5.422 2.464 1.392
C -5.941 3.441 0.565
C -5.294 3.766 -0.622
C -4.134 3.081 -0.905
Br -3.178 3.501 -2.497
N -3.621 2.125 -0.165
C -4.265 1.813 0.967
H -6.976 2.626 2.876
H -5.353 2.334 3.530
H -6.229 1.024 2.795
H -6.850 3.953 0.853
H -5.683 4.518 -1.292
H -3.824 1.014 1.536
C -2.693 -2.039 -0.145
C -3.200 -1.971 1.264
C -3.973 -3.032 1.803
C -4.316 -2.998 3.114
C -3.918 -1.912 3.918
C -4.167 -1.879 5.317
C -3.720 -0.816 6.053
C -3.072 0.258 5.421
C -2.868 0.322 4.058
S -2.258 1.759 3.361
C -3.225 -0.859 3.297
N -2.869 -0.926 1.974
H -3.106 -2.892 -0.693
H -1.608 -2.185 -0.149
H -2.917 -1.135 -0.709
H -4.260 -3.848 1.162
H -4.888 -3.809 3.557
H -4.683 -2.721 5.774
H -3.876 -0.791 7.122
H -2.761 1.121 6.000
S -1.247 -3.241 -8.993
C -1.209 -2.426 -7.541
S -2.588 -2.229 -6.524
C -1.553 -1.458 -5.294
N -0.303 -1.336 -5.671
N -0.151 -1.871 -6.948
C 1.199 -1.792 -7.425
C 1.507 -1.837 -8.776
C 2.831 -1.758 -9.168
C 3.842 -1.635 -8.229
C 3.521 -1.558 -6.883
C 2.199 -1.627 -6.472
S -2.152 -0.927 -3.807
H 0.714 -1.920 -9.506
H 3.063 -1.791 -10.224
H 4.868 -1.594 -8.555
H 4.291 -1.426 -6.139
H 1.942 -1.554 -5.429
*
```

The HOMO energy is -2.157 eV. The total energy is -6274.26784 hartree. As for the frontier orbital gap: 5.887 eV.

The calculation returns the following energy relative to the best compared isomer or geometry (same formula, charge and spin) values, one per record and in order: 0.00 8.72 34.49 29.36 0.00 kcal/mol.